{
  "formula": "C52H45B2Cl3N8NbO3S",
  "method": "ωB97M-V with the def2-TZVPD basis set",
  "elements": ["Nb", "C", "C", "C", "C", "N", "N", "B", "N", "N", "C", "C", "C", "C", "C", "C", "C", "C", "C", "C", "N", "N", "C", "C", "C", "C", "C", "C", "C", "C", "C", "C", "C", "C", "C", "C", "C", "C", "H", "H", "H", "H", "H", "H", "H", "H", "H", "H", "H", "H", "H", "H", "H", "H", "H", "H", "H", "H", "H", "H", "H", "H", "H", "H", "H", "H", "Cl", "C", "C", "C", "C", "C", "C", "N", "C", "C", "N", "C", "O", "C", "C", "C", "Cl", "S", "C", "C", "C", "Cl", "C", "H", "H", "H", "H", "H", "H", "H", "H", "H", "H", "H", "H", "H", "O", "B", "O", "C", "C", "C", "C", "C", "C", "H", "H", "H", "H"],
  "positions_angstrom": [[-0.102, 0.920, -1.132], [-1.818, 1.682, -5.889], [-2.000, 1.040, -4.535], [-3.095, 0.295, -4.003], [-2.919, 0.282, -2.624], [-1.611, 0.771, -2.376], [-1.100, 1.252, -3.542], [0.110, 2.351, -3.565], [-0.101, 3.573, -2.680], [0.128, 3.388, -1.327], [0.029, 4.605, -0.711], [-0.291, 5.569, -1.761], [-0.431, 4.859, -2.925], [-0.745, 5.382, -4.279], [0.397, 5.021, 0.610], [-0.064, 6.210, 1.154], [0.473, 6.758, 2.334], [1.486, 6.100, 3.059], [1.996, 4.980, 2.475], [1.493, 4.445, 1.276], [1.298, 1.438, -3.067], [1.815, 1.382, -1.759], [3.163, 1.053, -1.897], [3.495, 0.935, -3.277], [2.267, 0.977, -3.947], [2.004, 0.595, -5.389], [4.116, 1.105, -0.788], [3.629, 1.262, 0.531], [4.523, 1.174, 1.612], [5.882, 0.992, 1.437], [6.353, 0.839, 0.179], [5.507, 0.910, -0.943], [-3.825, -0.119, -1.661], [-5.157, -0.340, -2.000], [-6.056, -0.642, -0.959], [-5.664, -0.879, 0.296], [-4.263, -0.830, 0.577], [-3.359, -0.394, -0.359], [-2.706, 1.519, -6.568], [-0.925, 1.249, -6.314], [-1.642, 2.767, -5.778], [-3.925, -0.164, -4.525], [0.280, 2.837, -4.696], [-0.643, 6.612, -1.665], [0.002, 4.941, -4.990], [-0.648, 6.461, -4.236], [-1.784, 5.075, -4.615], [-0.911, 6.718, 0.765], [0.002, 7.600, 2.843], [1.694, 6.352, 4.061], [2.893, 4.477, 2.885], [1.915, 3.500, 0.907], [4.409, 0.629, -3.701], [2.853, 0.057, -5.824], [1.881, 1.601, -5.904], [1.036, 0.083, -5.431], [2.557, 1.435, 0.650], [4.156, 1.179, 2.661], [6.522, 0.905, 2.322], [7.400, 0.763, -0.070], [5.998, 0.715, -1.893], [-5.583, -0.132, -2.944], [-7.099, -0.813, -1.247], [-6.397, -1.192, 1.042], [-3.940, -0.964, 1.622], [-2.323, -0.394, 0.004], [-6.174, -3.102, 5.190], [-4.465, -3.089, 5.064], [-3.717, -3.632, 3.985], [-2.309, -3.306, 3.881], [-1.618, -2.444, 4.751], [-0.128, -2.164, 4.536], [0.220, -0.653, 4.189], [-0.323, 0.009, 2.954], [-1.282, 1.055, 3.040], [-1.092, 1.782, 1.872], [-0.265, 1.120, 1.007], [0.251, 0.060, 1.720], [0.480, -3.040, 3.495], [1.734, -3.622, 3.933], [2.259, -4.832, 3.177], [2.128, -6.209, 3.572], [1.710, -6.814, 5.077], [2.714, -7.210, 2.231], [3.049, -5.875, 1.265], [2.845, -4.664, 1.919], [-2.368, -1.982, 5.881], [-1.717, -1.147, 7.289], [-3.705, -2.289, 5.997], [-4.182, -4.194, 3.230], [-1.758, -3.627, 3.020], [0.451, -2.419, 5.473], [1.264, -0.644, 4.411], [-0.160, -0.065, 5.034], [-1.915, 1.229, 3.920], [-1.457, 2.816, 1.598], [0.801, -0.766, 1.296], [1.600, -3.861, 5.009], [2.469, -2.828, 3.787], [3.284, -5.966, 0.216], [3.176, -3.695, 1.588], [-4.279, -1.859, 6.836], [-0.670, -2.383, -0.662], [-0.224, -1.284, -1.466], [0.379, -1.760, -2.695], [0.194, -3.172, -2.662], [0.617, -4.161, -3.583], [0.450, -5.493, -3.171], [-0.232, -5.828, -2.020], [-0.710, -4.870, -1.080], [-0.373, -3.571, -1.402], [1.206, -3.943, -4.511], [0.752, -6.339, -3.821], [-0.331, -6.920, -1.756], [-1.215, -5.111, -0.120]],
  "mulliken_charge": [0.002, -1.111, 0.585, -1.210, 0.601, 0.502, 0.344, 0.697, -0.160, 0.261, -0.145, -1.360, 0.804, -1.339, 1.016, -0.721, -0.823, -0.576, -0.625, 0.277, 0.943, 0.077, 0.474, -1.303, 0.125, -1.264, 0.639, 0.941, -0.748, -0.652, -0.726, -0.721, 0.946, -1.173, -0.694, -0.865, -0.817, 0.788, 0.409, 0.240, 0.229, 0.598, -0.196, 0.375, 0.274, 0.439, 0.190, 0.497, 0.349, 0.470, 0.388, 0.353, 0.542, 0.478, 0.321, 0.173, -0.517, 0.428, 0.436, 0.432, 0.364, 0.409, 0.410, 0.473, 0.455, -0.349, -0.170, 0.035, -0.800, -0.583, -0.239, 0.044, -1.738, 0.860, -0.722, -0.853, 0.666, -0.934, 0.002, -0.590, 0.103, 0.442, -0.169, -0.107, -0.412, -1.047, 0.423, -0.179, -0.572, 0.587, 0.747, 0.831, 0.355, 0.636, 0.555, 0.494, 0.794, 0.456, 0.270, 0.435, 0.496, 0.397, -0.433, 1.302, 0.238, 0.461, -1.202, -0.601, -0.510, -0.943, 0.876, 0.402, 0.419, 0.361, 0.458],
  "multiplicity": 1,
  "homo_lumo_gap_ev": 2.7,
  "charge": 3
}